Here is C49H49F6IKN8O2S2Si as an isolated structure from OMol25. Energies are from ωB97M-V/def2-TZVPD.

XYZ file:
```
119
Properties=species:S:1:pos:R:3:mulliken_charge:R:1
C 6.84 -0.89 -3.63 0.70
F -1.30 -3.18 -5.66 -0.31
H 7.41 0.71 -2.31 0.48
C -10.68 1.93 2.28 -0.45
H -13.38 1.70 2.96 0.34
C 7.41 -2.75 -5.63 -0.41
H -0.72 3.17 -2.25 0.05
C -9.55 2.05 -0.25 -0.55
C -13.35 2.72 2.55 -0.84
C -7.38 1.24 0.58 0.25
H -12.85 3.38 3.26 0.34
I -0.28 1.07 7.07 0.05
H 7.41 -2.70 0.89 0.44
C -2.78 -1.28 3.02 -0.88
H 7.38 -0.35 0.33 0.26
C 0.45 0.56 5.20 -0.88
C -4.41 1.47 -2.57 -0.93
H -9.09 2.09 -1.23 0.48
C 1.41 2.62 0.21 -0.86
H -8.78 1.26 2.95 0.24
C -8.76 1.61 0.83 0.19
C -9.35 1.57 2.08 -0.88
C -3.16 0.37 -0.82 -0.21
H 2.22 -0.85 2.95 0.01
N 6.09 -0.55 -1.31 0.37
H 8.01 -3.25 5.69 0.37
C 6.52 0.11 -2.53 -1.90
H -2.61 -1.70 4.01 0.51
H -1.39 3.32 2.06 0.32
C 1.29 -3.01 -4.51 0.44
H -1.27 -2.73 -2.22 0.34
C -1.02 -2.08 -4.91 0.43
C 1.40 -0.39 4.90 -0.27
C 4.76 -0.60 -0.92 0.17
N -1.89 -0.79 0.86 0.29
C 7.30 -2.65 5.12 -0.53
H -0.36 6.21 0.73 0.29
H 1.47 1.89 1.01 0.56
F 1.03 -4.29 -4.89 -0.33
H -11.09 1.89 3.27 0.37
C 8.13 -1.00 -4.15 -0.33
H 4.83 -1.64 -3.72 0.28
H 0.47 4.47 -2.31 0.35
H 8.91 -0.35 -3.77 0.32
S 2.86 -1.36 0.92 -0.65
C -10.86 2.42 -0.07 -0.59
C 6.09 -0.61 4.79 -0.78
H -14.37 3.06 2.40 0.24
H 4.82 -0.54 3.06 0.40
C -1.49 3.15 0.98 -0.37
H -1.59 2.07 0.82 -0.21
F -0.73 -1.10 -5.77 -0.28
N -2.05 0.38 -1.57 1.04
C -2.11 0.87 -2.80 -0.98
C 6.72 -3.18 3.98 -0.37
H -0.66 1.87 3.75 0.43
C -3.99 -0.72 2.68 -0.84
H -1.20 0.80 -3.38 0.78
H -1.20 4.83 -1.89 0.28
H 5.56 -4.00 1.79 0.45
H -2.42 3.63 0.66 0.38
H 7.63 -3.47 -6.41 0.37
H 1.98 -1.04 5.54 0.54
C 6.12 -2.64 -5.12 -0.65
H 8.02 -1.24 -1.07 0.45
C -4.15 -0.17 1.40 0.50
H -6.84 0.33 2.42 0.19
C 6.99 -1.37 5.54 -0.40
H -5.33 1.90 -2.93 0.55
H 1.33 5.94 0.29 0.29
H -4.80 -0.69 3.40 0.36
C 0.47 5.50 0.81 -1.09
F -2.20 -1.73 -4.33 -0.26
C 0.08 -2.29 -3.83 1.67
C 0.07 1.11 3.96 -0.09
H 5.85 0.40 5.11 0.41
N 0.73 0.52 2.98 -0.23
H 5.72 0.77 -2.85 0.46
H 5.33 -3.28 -5.49 0.44
C 6.67 -2.36 0.16 -0.82
O -12.74 2.74 1.28 -0.47
O 0.46 -1.13 -3.32 -1.01
C 5.82 -2.43 3.23 0.94
C -0.40 4.10 -1.77 -0.68
C -4.37 0.94 -1.27 0.39
C 5.84 -1.72 -4.12 0.01
C -5.34 0.43 0.91 -0.01
C 5.18 -2.99 1.99 -1.91
H -3.27 1.80 -4.35 0.53
H -11.47 2.75 -0.90 0.41
N 5.41 -2.16 0.82 0.47
C 8.41 -1.92 -5.14 -0.55
H 4.10 -3.05 2.12 0.50
C -1.76 -1.30 2.07 -0.51
K 0.59 -0.34 -1.11 1.45
C -3.27 1.42 -3.34 -1.23
H 0.31 -3.54 -2.09 0.44
F 1.73 -2.37 -5.60 -0.29
N -6.57 0.62 1.50 -0.11
N -6.74 1.44 -0.55 -0.83
N 1.53 -0.38 3.56 0.42
H -0.80 -1.74 2.30 0.49
H -0.92 -4.18 -3.21 0.37
C 5.52 -1.13 3.65 -0.22
H 9.42 -2.00 -5.54 0.35
H 6.58 -3.13 -0.63 0.29
H 0.72 5.40 1.86 0.29
S 3.58 0.17 -1.87 -0.45
C -3.05 -0.22 0.51 -0.08
H 6.97 -4.18 3.66 0.33
H 2.25 2.58 -0.48 0.43
C -0.50 -3.27 -2.77 -2.16
F 2.32 -3.09 -3.65 -0.19
C 4.43 -1.37 0.24 -0.27
C -5.48 0.95 -0.36 0.85
C 7.13 -1.06 -0.46 -0.78
Si 0.02 3.81 0.05 0.18
H 7.44 -0.96 6.43 0.37
C -11.44 2.36 1.20 1.00
```

The molecular weight comes out at 1154.20 g/mol. For the energy above the lowest of the compared OMol25 structures with the same formula, charge and spin, the calculation gives 174.2 kJ/mol. The lowest unoccupied orbital energy (alpha / beta) comes out at 1.6 / 1.6 eV. Its charge is -1. The calculation puts the highest occupied orbital energy (alpha / beta) at -4.54 / -3.13 eV. The value obtained for the orbital gap (alpha / beta) is 6.12 / 4.71 eV.